Entry from the Open Molecules 2025 dataset: a structure of composition C41H31IN2O7PSY in a non-equilibrium geometry (ωB97M-V/def2-TZVPD).

Computed properties:
**Maximum force**: 1.5 eV/Å
**LUMO energy**: 0.2 eV
**HOMO energy**: -8.15 eV
**Molar mass**: 942.56 Da
**Gap between HOMO and LUMO**: 8.38 eV
**Spin multiplicity**: 1
**Energy above the lowest of the compared OMol25 structures with the same formula, charge and spin**: 14.0 kcal per mole
**Electronic energy**: -89606.2229 eV

Last column: Mulliken charge in e.
Atoms and positions in Å:
Y -0.353 0.607 -0.354  0.29
C -2.099 -2.998 5.459  -0.50
C -0.871 -2.405 5.712  -0.69
C -0.143 -1.818 4.680  -0.16
C -0.643 -1.826 3.381  0.38
C -1.888 -2.416 3.138  -0.54
C -2.610 -3.003 4.166  -0.69
P 0.212 -1.106 1.930  0.81
C 1.710 -0.365 2.686  0.67
C 1.581 0.919 3.215  -0.43
C 2.667 1.558 3.798  -0.70
C 3.898 0.918 3.853  -0.64
C 4.035 -0.359 3.322  -0.66
C 2.946 -0.998 2.741  -0.29
C 0.814 -2.584 1.020  -0.21
C 1.240 -3.690 1.712  -0.23
C 1.714 -4.836 1.042  -0.99
C 1.742 -4.851 -0.322  -0.90
C 1.288 -3.739 -1.072  1.00
C 1.307 -3.784 -2.491  -0.97
C 0.832 -2.733 -3.213  -1.39
C 0.313 -1.591 -2.548  0.01
C 0.273 -1.456 -1.174  0.17
C 0.798 -2.573 -0.419  0.07
H -2.660 -3.454 6.266  0.38
H -0.471 -2.397 6.719  0.42
H 0.813 -1.356 4.895  0.38
H -2.285 -2.432 2.127  0.44
H -3.568 -3.464 3.960  0.43
H 0.627 1.431 3.156  0.25
H 2.554 2.559 4.197  0.44
H 4.749 1.414 4.305  0.36
H 4.994 -0.863 3.364  0.39
H 3.068 -1.985 2.313  0.40
H 1.213 -3.694 2.798  0.52
H 2.044 -5.696 1.612  0.43
H 2.096 -5.728 -0.855  0.40
H 1.694 -4.671 -2.983  0.36
H 0.846 -2.765 -4.298  0.47
H -0.060 -0.788 -3.180  0.65
O -2.570 5.988 1.549  -0.54
C -3.124 5.037 2.277  0.47
O -4.053 5.240 3.021  -0.61
C -2.607 3.641 2.115  0.06
C -3.157 2.582 2.796  -0.56
N -2.495 1.480 2.417  -0.18
N -1.534 1.747 1.530  0.83
C -1.583 3.059 1.332  -0.23
C -0.582 3.644 0.361  0.69
O -0.559 4.865 0.206  -0.90
O 0.172 2.790 -0.206  -0.33
H -1.847 5.628 0.954  0.44
H -3.965 2.568 3.511  0.54
H -2.643 0.529 2.715  0.02
I -6.754 1.221 -6.626  0.08
C -5.310 1.117 -5.123  -0.06
C -4.254 0.225 -5.255  -0.52
C -3.291 0.168 -4.257  -0.37
C -3.398 0.980 -3.135  -0.09
C -4.462 1.859 -3.011  -0.42
C -5.422 1.937 -4.012  -0.57
C -2.348 0.902 -2.078  1.46
O -2.646 0.479 -0.926  -0.76
O -1.155 1.250 -2.364  -0.45
H -4.177 -0.412 -6.124  0.39
H -2.453 -0.515 -4.350  0.44
H -4.549 2.488 -2.133  0.49
H -6.247 2.630 -3.920  0.38
C 4.483 1.145 -0.375  -1.01
S 3.135 0.049 -0.784  0.36
O 1.971 0.648 -0.013  -0.08
C 2.898 0.532 -2.477  0.58
C 2.179 1.685 -2.756  -0.36
C 1.939 2.007 -4.084  -0.65
C 2.431 1.196 -5.100  -0.52
C 3.158 0.050 -4.798  -0.62
C 3.386 -0.297 -3.475  -0.72
H 4.371 2.084 -0.913  0.36
H 5.418 0.647 -0.632  0.36
H 4.415 1.297 0.704  0.31
H 1.786 2.310 -1.957  0.53
H 1.357 2.890 -4.319  0.45
H 2.238 1.452 -6.134  0.42
H 3.525 -0.589 -5.592  0.42
H 3.906 -1.215 -3.222  0.40

Entry from the Open Molecules 2025 dataset: a structure of composition C41H33B3N5O25Y in a non-equilibrium geometry (ωB97M-V/def2-TZVPD).

Computed properties:
**Maximum force**: 5.6 eV/Å
**LUMO energy**: -1.7 eV
**HOMO energy**: -9.34 eV
**Molar mass**: 1117.07 Da
**Gap between HOMO and LUMO**: 7.69 eV
**Spin multiplicity**: 1
**Electronic energy**: -104780.8846 eV

Last column: Mulliken charge in e.
Atoms and positions in Å:
Y -7.539 -21.265 -22.986  0.48
O -7.038 -23.386 -22.015  1.11
C -6.797 -24.267 -21.237  0.23
O -6.683 -24.113 -19.881  -0.11
B -6.563 -25.394 -19.203  0.84
O -6.348 -26.333 -20.346  -0.53
C -6.504 -25.716 -21.520  0.25
O -6.464 -26.209 -22.620  -0.61
O -7.671 -25.794 -18.324  -0.83
C -7.250 -26.042 -17.131  0.63
O -7.985 -26.239 -16.129  -0.62
C -5.771 -25.774 -17.089  0.45
O -5.386 -25.378 -18.338  -0.38
O -5.095 -25.759 -16.029  -0.61
O -5.479 -16.222 -29.748  -0.62
C -6.063 -16.271 -28.680  0.63
O -5.562 -16.810 -27.604  -0.55
B -6.531 -16.662 -26.478  1.01
O -7.671 -15.924 -27.116  -0.49
C -7.475 -15.729 -28.368  0.61
O -8.204 -15.192 -29.182  -0.60
O -6.997 -17.963 -26.008  -0.55
C -6.571 -18.220 -24.800  0.15
O -6.656 -19.312 -24.204  0.26
C -5.996 -16.889 -24.305  0.05
O -5.950 -16.038 -25.310  -0.41
O -5.633 -16.730 -23.160  -0.55
O -14.005 -18.313 -28.416  -0.60
C -13.239 -18.115 -27.479  0.58
O -12.659 -19.038 -26.739  -0.55
B -11.909 -18.414 -25.617  0.80
O -11.990 -16.979 -25.881  -0.51
C -12.786 -16.748 -26.952  0.62
O -13.029 -15.638 -27.442  -0.59
O -10.534 -18.927 -25.415  -0.28
C -10.453 -19.350 -24.174  0.44
O -9.417 -19.895 -23.676  0.34
C -11.764 -19.223 -23.468  0.26
O -12.597 -18.697 -24.292  -0.53
O -12.048 -19.627 -22.328  -0.60
C -1.699 -24.057 -20.768  -0.39
C -1.288 -24.550 -22.101  -0.93
C -2.622 -24.478 -22.839  -0.44
O -3.686 -24.012 -22.002  0.27
C -3.226 -24.325 -20.687  -0.85
H -1.548 -22.981 -20.674  0.06
H -1.163 -24.582 -19.978  0.42
H -0.663 -25.443 -22.086  0.32
H -0.550 -23.826 -22.447  0.31
H -2.926 -25.437 -23.259  0.33
H -2.441 -23.821 -23.690  0.29
H -3.457 -25.364 -20.453  0.53
H -3.761 -23.810 -19.890  0.23
N -7.808 -19.455 -21.358  1.37
C -9.054 -19.136 -20.789  -0.12
C -9.409 -18.099 -19.934  -1.31
C -8.303 -17.352 -19.482  -0.61
C -7.047 -17.531 -20.033  -1.12
C -6.838 -18.553 -20.944  -0.22
H -9.907 -19.743 -21.056  0.27
H -10.393 -17.988 -19.503  0.56
H -8.540 -16.563 -18.782  0.42
H -6.224 -16.875 -19.793  0.50
H -5.855 -18.570 -21.393  0.43
N -5.385 -21.262 -21.865  3.39
C -4.109 -21.031 -22.458  -1.07
C -2.927 -20.762 -21.756  -0.90
C -2.997 -20.679 -20.362  -1.03
C -4.173 -21.034 -19.717  -0.86
C -5.303 -21.311 -20.509  -0.22
H -3.964 -21.008 -23.528  0.20
H -2.060 -20.567 -22.371  0.51
H -2.158 -20.502 -19.705  0.46
H -4.258 -21.104 -18.643  0.56
H -6.194 -21.518 -19.935  -0.32
N -6.005 -22.231 -24.716  1.78
C -5.349 -23.435 -24.561  -0.42
C -4.622 -24.129 -25.529  -1.39
C -4.351 -23.454 -26.695  -0.66
C -4.986 -22.243 -26.968  -1.18
C -5.842 -21.722 -25.998  -0.53
H -5.407 -24.037 -23.667  0.34
H -4.052 -25.029 -25.346  0.56
H -3.615 -23.863 -27.371  0.42
H -4.922 -21.781 -27.942  0.54
H -6.328 -20.814 -26.325  0.29
N -9.381 -22.150 -21.665  1.63
C -9.301 -22.399 -20.295  0.19
C -10.393 -22.722 -19.457  -1.22
C -11.667 -22.858 -20.043  -0.62
C -11.794 -22.590 -21.409  -0.99
C -10.672 -22.366 -22.163  -0.45
H -8.313 -22.313 -19.867  0.03
H -10.283 -22.793 -18.385  0.56
H -12.517 -23.084 -19.417  0.44
H -12.796 -22.590 -21.811  0.49
H -10.965 -22.136 -23.177  0.22
N -8.688 -22.598 -24.532  1.46
C -8.965 -23.957 -24.469  -0.26
C -9.435 -24.789 -25.492  -1.07
C -9.731 -24.217 -26.729  -0.55
C -9.511 -22.833 -26.888  -1.26
C -9.024 -22.077 -25.814  -0.34
H -8.804 -24.349 -23.476  0.16
H -9.589 -25.837 -25.281  0.53
H -10.212 -24.799 -27.501  0.46
H -9.797 -22.370 -27.821  0.56
H -8.989 -21.003 -25.917  0.59

Entry from the Open Molecules 2025 dataset: a structure of composition C41H33LaN17O2 in a non-equilibrium geometry (ωB97M-V/def2-TZVPD).

Computed properties:
**Charge**: +1
**Maximum force**: 2.1 eV/Å
**LUMO energy (alpha / beta)**: -3.4 / -3.4 eV
**HOMO energy (alpha / beta)**: -8.30 / -8.37 eV
**Molar mass**: 934.74 Da
**Gap between HOMO and LUMO (alpha / beta)**: 4.86 / 5.01 eV
**Spin multiplicity**: 1
**Energy above the lowest of the compared OMol25 structures with the same formula, charge and spin**: 13.6 kcal per mole
**Electronic energy**: -73336.6013 eV

Last column: Mulliken charge in e.
Atoms and positions in Å:
La 0.269 -0.320 0.145  1.59
C -2.422 5.016 3.797  -0.70
C -1.538 4.606 4.793  -0.64
C -0.769 3.464 4.649  -0.28
C -0.904 2.743 3.474  0.25
C -0.136 1.656 2.899  -0.20
N 0.887 1.093 3.526  -0.58
C 1.870 0.466 2.907  -0.56
C 3.028 -0.096 3.587  0.78
C 3.309 -0.342 4.922  -0.32
C 4.532 -0.914 5.229  -0.74
C 5.463 -1.206 4.236  -0.67
C 5.196 -0.955 2.898  -0.23
C 3.958 -0.419 2.574  0.35
C 3.311 -0.070 1.312  -0.12
N 3.915 -0.088 0.141  -0.58
C 3.346 0.276 -0.994  0.18
N 2.023 0.481 -1.235  0.14
C 1.870 0.897 -2.520  -0.02
N 0.741 1.200 -3.133  -0.50
C -0.414 1.377 -2.522  -0.25
N -0.618 1.418 -1.179  -0.05
C -1.868 1.899 -0.933  -0.16
N -2.300 2.335 0.233  -0.23
C -1.603 2.247 1.357  -0.24
N -0.586 1.390 1.643  0.40
C -1.827 3.135 2.484  0.26
C -2.599 4.275 2.641  -0.40
C -2.585 2.044 -2.199  -0.03
C -3.868 2.449 -2.534  0.41
C -4.227 2.449 -3.872  -0.79
C -3.326 2.064 -4.861  -0.78
C -2.029 1.699 -4.543  -0.30
C -1.662 1.693 -3.208  0.14
C 3.169 0.962 -3.172  0.18
C 3.576 1.366 -4.432  -0.25
C 4.939 1.365 -4.698  -0.69
C 5.866 0.961 -3.741  -0.68
C 5.462 0.553 -2.479  -0.30
C 4.107 0.559 -2.201  0.21
N 2.048 0.374 1.562  -0.27
H -2.964 5.941 3.932  0.43
H -1.436 5.209 5.682  0.42
H -0.060 3.155 5.399  0.54
H 2.597 -0.094 5.695  0.55
H 4.776 -1.136 6.257  0.44
H 6.415 -1.630 4.523  0.43
H 5.927 -1.168 2.134  0.58
H -3.277 4.593 1.863  0.56
H -4.569 2.772 -1.777  0.63
H -5.222 2.760 -4.158  0.44
H -3.644 2.064 -5.892  0.41
H -1.319 1.437 -5.311  0.58
H 2.859 1.689 -5.171  0.55
H 5.294 1.688 -5.665  0.41
H 6.920 0.983 -3.984  0.42
H 6.176 0.252 -1.730  0.58
N -0.289 -1.618 3.162  -0.41
N 0.541 -2.726 3.327  -0.29
C 1.251 -3.227 2.306  0.47
N 2.024 -4.285 2.524  -0.37
N 1.122 -2.594 1.140  0.07
N 1.680 -3.040 0.034  0.71
O 2.227 -4.123 -0.023  -0.87
O 1.588 -2.299 -0.929  -0.48
H -0.010 -0.845 3.770  0.25
H -1.261 -1.861 3.345  0.34
H 0.679 -3.126 4.252  0.18
H 2.104 -4.697 3.439  0.16
H 2.498 -4.694 1.725  0.21
N -2.223 -4.739 -4.511  -0.45
C -1.812 -3.837 -3.599  1.05
C -1.102 -2.683 -3.960  -1.22
C -0.714 -1.788 -2.992  -0.30
N -0.986 -1.922 -1.686  0.56
C -1.651 -3.033 -1.341  -0.80
C -2.078 -3.992 -2.229  -1.11
H -1.974 -4.631 -5.478  0.20
H -2.670 -5.591 -4.216  0.20
H -0.841 -2.495 -4.990  0.40
H -0.151 -0.915 -3.289  0.21
H -1.866 -3.162 -0.287  0.56
H -2.607 -4.862 -1.875  0.36
C -4.914 -0.467 -0.768  -0.86
N -4.305 -0.228 0.527  -0.01
C -4.883 0.835 1.327  -0.87
C -3.090 -0.614 0.720  0.39
N -2.040 -1.065 0.914  -0.46
H -5.917 -0.870 -0.619  0.36
H -4.322 -1.188 -1.329  0.26
H -4.977 0.460 -1.345  0.29
H -5.960 0.674 1.380  0.36
H -4.677 1.817 0.889  0.25
H -4.469 0.812 2.332  0.35